Record 1
C17H14N5OOsS7 | ωB97M-V with the def2-TZVPD basis set

As for the energy above the lowest of the compared OMol25 structures with the same formula, charge and spin: 263.52 kJ/mol. Its total energy is -105662.027 eV. Its gap between HOMO and LUMO (alpha / beta) is 5.92 / 5.92 eV. The calculation puts the LUMO energy (alpha / beta) at -4.74 / -4.74 eV. As for the HOMO energy (alpha / beta): -10.656 / -10.655 eV.

```
! RIJCOSX wB97M-V def2-TZVPD def2/J DEFGRID3
* xyz 1 1
O 1.013 -7.119 -1.222
N 1.206 -2.378 -1.152
C -1.423 1.064 -2.520
C 0.734 -3.545 -0.687
C 2.077 -2.406 -2.170
N -0.402 1.431 -0.555
C 0.054 2.115 4.387
H -2.870 0.724 -5.881
H 3.176 -3.552 -3.595
S -1.072 -0.638 -2.376
C 1.077 -4.763 -1.237
C 0.747 3.247 2.397
C 1.033 -1.320 2.268
C 2.476 -3.583 -2.772
C 0.642 3.221 3.766
H 0.996 4.055 4.357
N -1.056 1.959 -1.648
S 3.340 -2.826 5.424
C 2.275 -0.976 1.804
H 2.231 -5.732 -2.742
H -0.104 2.078 5.455
S 2.470 -0.063 0.395
C 2.667 -2.197 4.104
C 0.268 2.181 1.627
Os 0.345 -0.480 -0.617
S 0.944 -2.183 3.794
H -3.597 -0.164 -4.523
C -2.694 0.319 -4.887
H -0.807 -5.263 0.582
C 0.085 2.362 0.203
H 0.226 3.353 -0.210
H -0.737 0.148 4.018
N -0.362 -6.092 0.240
C -0.321 1.057 3.608
S -0.322 -0.639 1.490
H 2.465 -1.450 -2.495
H -0.693 -6.984 0.568
C 1.961 -4.778 -2.309
C 0.571 -6.099 -0.742
S 3.601 -1.482 2.790
H 1.178 4.092 1.878
S -2.269 1.741 -3.864
H 0.076 -3.458 0.166
H -1.875 -0.392 -4.928
N -0.169 1.075 2.263
*
```

***

Record 2
C6H9IN2 | ωB97M-V with the def2-TZVPD basis set

As for the energy above the lowest of the compared OMol25 structures with the same formula, charge and spin: 84.09 kJ/mol. Its total energy is -17446.618 eV. Its gap between HOMO and LUMO is 9.70 eV. The calculation puts the LUMO energy at 0.43 eV. As for the HOMO energy: -9.269 eV.

```
! RIJCOSX wB97M-V def2-TZVPD def2/J DEFGRID3
* xyz 0 1
H -1.049 -0.500 1.851
I -3.375 0.276 -0.218
N 0.297 1.512 -0.630
H -1.146 -1.208 -2.245
N 1.013 0.729 -1.358
H -2.150 -1.879 1.706
H -0.648 1.375 -0.792
C 2.174 1.331 0.497
C -0.966 -1.436 -1.232
C -1.630 -1.014 -0.193
C -1.253 -1.382 1.243
H -0.084 -2.073 -0.774
H 0.344 2.454 1.215
C 0.892 1.835 0.571
H -0.537 -2.242 1.155
C 2.183 0.694 -0.805
H 2.994 1.457 1.243
H 2.942 0.071 -1.234
*
```

***

Record 3
C2H3NOS2 | ωB97M-V with the def2-TZVPD basis set

As for the energy above the lowest of the compared OMol25 structures with the same formula, charge and spin: 246.31 kJ/mol. Its total energy is -27328.224 eV. Its gap between HOMO and LUMO is 7.92 eV. The calculation puts the LUMO energy at -1.26 eV. As for the HOMO energy: -9.172 eV.

```
! RIJCOSX wB97M-V def2-TZVPD def2/J DEFGRID3
* xyz 0 1
H -1.931 0.594 0.966
S 1.687 -1.774 -0.592
C 0.191 -1.456 0.062
O -1.674 -0.353 0.760
N -0.437 -0.272 0.165
H -0.583 -2.167 0.473
H 1.168 0.881 -0.337
S -0.686 2.303 0.104
C 0.107 0.949 -0.150
*
```

***

Record 4
C8H15N3S | ωB97M-V with the def2-TZVPD basis set

As for the energy above the lowest of the compared OMol25 structures with the same formula, charge and spin: 204.30 kJ/mol. Its total energy is -23840.312 eV. Its gap between HOMO and LUMO is 8.70 eV. The calculation puts the LUMO energy at 0.67 eV. As for the HOMO energy: -8.022 eV.

```
! RIJCOSX wB97M-V def2-TZVPD def2/J DEFGRID3
* xyz 0 1
H -1.167 0.249 1.511
C 0.486 -1.294 1.827
H 0.023 -3.361 1.298
H 2.264 -1.983 -0.042
N -1.736 4.350 -1.014
C 1.412 -2.546 0.002
C 0.873 -2.694 1.368
C 0.079 -0.442 -0.318
H 0.015 2.049 0.229
H -1.710 5.465 -0.985
C -0.547 -0.605 1.033
H 0.158 -1.335 2.824
N -0.866 1.550 -1.706
H 1.254 -0.296 1.780
H 1.580 -3.438 -0.570
S 0.215 4.717 0.510
H -0.505 -2.279 -1.165
H -1.571 -1.225 0.757
H 1.280 -1.903 -1.856
H 1.764 -3.037 2.080
H -2.313 3.645 -1.568
H -0.955 -0.235 -2.292
C 0.521 -1.808 -1.031
C -0.668 3.723 -0.432
N -0.366 2.411 -0.701
C -0.702 0.361 -1.299
H 1.182 -0.038 -0.237
*
```

***

Record 5
C52H53IN5O26 | ωB97M-V with the def2-TZVPD basis set

Its total energy is -123553.049 eV. Its gap between HOMO and LUMO is 4.07 eV. The calculation puts the LUMO energy at -5.91 eV. As for the HOMO energy: -9.980 eV.

```
! RIJCOSX wB97M-V def2-TZVPD def2/J DEFGRID3
* xyz 1 1
C 1.940 -3.252 0.657
N -2.363 0.103 0.588
C -5.451 -2.449 -3.670
C -6.172 -1.734 -4.768
H -1.201 0.545 8.509
C -4.332 1.301 4.202
C 1.421 1.933 9.433
C 3.718 2.943 4.905
C 0.472 1.835 0.175
H -4.386 -2.289 -1.842
H -1.580 4.057 -1.301
H 4.044 4.310 6.708
C 2.171 -9.934 -0.457
C -5.019 -0.333 -2.561
C 1.808 2.927 10.436
H -1.333 1.071 5.554
C -3.588 0.225 3.289
C 2.770 -2.973 -1.723
H 0.356 -9.906 0.756
O 4.240 -9.720 -1.699
H -5.831 -4.020 -4.592
C 2.413 2.533 4.377
N 1.357 3.038 5.110
O -0.272 2.462 1.246
C 3.292 3.802 6.059
C -0.522 2.377 -2.232
H 1.521 1.696 0.574
H 2.447 1.853 3.497
H 2.085 4.476 12.141
O 0.396 -7.397 1.539
H 0.263 -2.220 -3.400
O -6.630 -2.372 -5.694
O -1.653 6.703 -5.219
H -3.669 -0.756 3.839
C 1.122 4.831 -7.745
H -2.358 3.499 -2.888
H 4.732 2.671 4.544
C 4.401 -3.782 -8.639
O 1.996 4.280 -8.605
C 2.932 -1.791 -8.089
H 1.490 -2.522 -5.432
O 2.648 -4.316 -5.604
C 3.991 -4.415 -7.534
O 5.278 -4.348 -9.489
C 3.326 -9.108 -0.927
O -0.623 4.249 -4.713
H -0.327 2.973 3.744
C 0.146 1.556 9.311
H -6.836 0.226 -5.462
C 3.442 -7.818 -0.594
H -0.713 7.799 -7.414
O 1.120 4.374 12.254
C -0.925 2.130 10.178
H -0.829 -0.999 2.356
H -0.188 2.772 -3.251
C -0.288 1.190 5.157
N -2.196 0.610 2.951
H 0.410 0.964 6.005
C 0.693 -2.951 0.275
O 1.223 -2.402 -3.388
N -1.709 4.661 1.890
O 1.620 -1.869 -6.149
H 4.271 -7.209 -0.928
H 2.568 -0.809 -8.359
H -5.401 1.956 -2.709
H 3.929 -10.641 -1.794
H -0.941 4.578 2.554
O -0.722 -2.338 -1.505
H 0.626 0.768 3.145
O -5.367 -3.785 -3.764
H -3.299 3.643 1.000
C 0.598 2.687 -1.145
O -5.868 1.722 -3.533
C -1.890 3.168 -1.926
H -1.779 6.040 -4.515
H 1.571 2.364 -1.630
H 5.412 -3.693 -10.201
H -1.321 3.499 11.829
C -2.072 1.000 1.566
H -4.218 0.103 2.361
C 0.715 4.182 -6.649
H 3.188 -3.728 1.949
C 0.401 -2.633 -1.118
H 1.068 3.190 -6.403
O -0.235 0.639 8.395
H 2.206 1.526 8.809
O 4.192 -3.527 0.066
H 0.707 -6.476 1.626
I -4.224 1.160 6.382
C 1.524 -2.676 -2.100
H -0.698 1.271 -2.372
C 0.625 6.204 -8.069
C 3.072 -3.269 -0.322
O 4.319 -1.867 -9.989
H -1.700 -0.638 0.338
C -2.438 3.420 1.698
C 2.437 -7.177 0.248
H -0.676 3.343 5.544
H -0.135 -2.933 0.973
H 4.343 -5.403 -7.272
C 3.036 -3.781 -6.628
O 2.227 -3.549 1.932
C 1.825 3.837 6.174
O -2.079 1.771 10.016
C 1.298 -8.008 0.741
H -2.882 3.075 2.671
C -6.298 -0.279 -4.672
C -0.064 2.741 4.814
O -4.528 0.314 -1.644
H 0.721 3.795 -0.963
H -1.430 5.101 1.016
H -2.544 2.456 -1.349
H 3.592 -3.005 -2.426
C 0.739 3.481 11.323
H 1.210 4.372 6.937
H 2.128 4.946 -9.308
C -0.756 6.162 -6.068
C 1.177 -9.295 0.407
N -1.638 2.287 1.120
H -3.247 0.223 0.083
O 1.034 6.766 -9.065
C -0.538 3.104 11.196
C 2.520 -2.424 -6.987
C 0.064 0.226 3.959
C -1.192 -0.460 3.285
C -0.348 6.813 -7.161
O 2.497 -5.999 0.564
C 3.907 -2.415 -8.984
H -1.575 -1.224 4.010
C -5.762 0.381 -3.642
C -0.238 4.802 -5.732
H 0.774 -0.565 4.346
O 2.093 -11.098 -0.797
O 2.954 3.309 10.572
H 0.113 0.810 -0.110
O -4.957 2.153 3.643
C -4.912 -1.785 -2.641
*
```

***

Record 6
C6H12N2P | ωB97M-V with the def2-TZVPD basis set

As for the energy above the lowest of the compared OMol25 structures with the same formula, charge and spin: 0.00 kJ/mol. Its total energy is -18675.774 eV. Its gap between HOMO and LUMO (alpha / beta) is 8.13 / 7.06 eV. The calculation puts the LUMO energy (alpha / beta) at -2.89 / -7.63 eV. The expectation value of S² is 2.01. As for the HOMO energy (alpha / beta): -11.022 / -14.685 eV.

```
! RIJCOSX wB97M-V def2-TZVPD def2/J DEFGRID3
* xyz 1 3
H 1.869 2.093 0.528
H 0.089 -2.961 0.499
C -2.655 1.826 0.426
N -1.783 -0.627 -0.597
C 1.307 2.210 -0.388
P -1.620 1.008 -0.843
H -2.466 1.378 1.400
H -1.456 -3.128 -0.353
C 1.823 -0.792 -0.264
H -2.432 2.890 0.435
H 1.913 2.059 -1.270
H -3.696 1.674 0.148
C -0.473 -2.666 -0.387
H 0.047 -3.037 -1.271
H 2.478 -0.150 -0.851
N 0.461 -0.335 -0.373
H 0.764 3.142 -0.420
H 1.903 -1.813 -0.631
H 2.151 -0.766 0.777
C 0.087 0.932 -0.380
C -0.642 -1.202 -0.460
*
```

***

Maximum force, record by record: 1.286 3.210 1.773 6.421 5.159 6.586 eV/A